No. 1
53
Properties=species:S:1:pos:R:3:forces:R:3 method="wB97M-V/def2-TZVPD" homo_ev=-11.4 total_charge=+1
C 3.551 2.164 2.293 0.1 0.0 0.0
C 2.152 2.110 1.777 -0.3 -0.2 0.0
C 1.341 1.041 2.116 0.0 0.1 -0.1
C 0.050 1.020 1.613 0.1 0.9 -0.5
N -0.973 0.107 1.744 -0.5 0.3 -0.2
C -2.010 0.508 1.020 -0.2 0.0 0.1
C -3.296 -0.216 0.801 -0.3 -0.1 -0.1
C -3.417 -0.627 -0.680 0.1 0.0 0.1
C -2.237 -1.524 -1.096 -0.1 0.1 -0.5
N -1.790 -2.323 0.029 0.3 -0.1 -0.1
C -0.509 -2.493 0.415 0.3 -0.1 0.1
S -0.147 -2.751 2.047 0.3 -0.5 0.8
N 0.546 -2.415 -0.404 0.0 0.0 0.0
C 0.691 -2.337 -1.842 -0.2 0.4 -0.4
C 1.171 -0.950 -2.309 0.1 -0.2 -0.1
C 1.378 -0.974 -3.821 -0.2 0.1 0.3
C 2.455 -0.542 -1.591 -0.3 0.0 0.0
C -2.871 -2.699 0.918 -0.3 -0.2 0.4
C -3.434 -1.480 1.666 0.1 -0.1 -0.1
N -1.714 1.684 0.441 -0.2 -0.2 0.0
C -0.426 2.046 0.783 0.7 -0.4 0.5
C 0.378 3.123 0.445 0.0 0.0 0.1
C 1.669 3.152 0.945 -0.3 -0.1 -0.1
C 2.564 4.296 0.601 0.1 0.1 0.0
H 4.264 2.195 1.471 0.1 0.0 0.0
H 3.704 3.061 2.891 0.1 0.1 0.1
H 3.770 1.297 2.910 0.1 0.0 0.0
H 1.697 0.244 2.748 0.1 -0.1 0.1
H -0.834 -0.844 2.159 -0.1 -0.1 0.0
H -4.109 0.479 1.036 0.1 0.0 0.0
H -4.361 -1.157 -0.800 0.0 0.0 0.0
H -3.446 0.244 -1.335 -0.1 0.0 -0.1
H -1.410 -0.898 -1.432 0.0 -0.1 0.0
H -2.553 -2.167 -1.927 0.1 0.1 0.0
H 1.417 -2.550 0.093 -0.2 0.1 0.1
H 1.443 -3.076 -2.135 -0.1 0.0 0.0
H -0.244 -2.608 -2.330 0.1 -0.1 0.0
H 0.401 -0.202 -2.073 0.0 -0.1 0.0
H 2.159 -1.682 -4.084 0.1 -0.1 -0.1
H 0.465 -1.264 -4.335 -0.1 0.0 -0.1
H 1.675 0.008 -4.177 0.0 0.1 -0.1
H 2.814 0.406 -1.983 0.1 0.1 0.0
H 3.231 -1.288 -1.747 0.2 -0.1 0.0
H 2.290 -0.421 -0.522 0.1 0.0 0.1
H -2.509 -3.443 1.627 -0.1 0.1 -0.2
H -3.647 -3.161 0.303 0.0 0.0 0.0
H -4.487 -1.657 1.879 0.0 0.1 0.0
H -2.928 -1.346 2.621 0.0 -0.1 0.1
H -2.341 2.232 -0.128 -0.1 -0.1 0.1
H 0.013 3.916 -0.189 0.0 0.1 -0.1
H 3.461 3.942 0.093 0.1 0.0 0.0
H 2.058 5.007 -0.045 0.0 0.1 0.0
H 2.885 4.814 1.503 0.1 0.1 0.0



No. 2
54
Properties=species:S:1:pos:R:3:forces:R:3 method="wB97M-V/def2-TZVPD" de_lowest_kj_mol=69.6 homo_ev=-8.5
C 3.596 -4.079 -0.928 -0.2 0.4 0.1
C 3.451 -2.674 -0.363 0.5 -0.3 -0.1
O 2.066 -2.361 -0.363 -0.2 0.1 0.2
C 1.635 -1.075 -0.329 -0.1 0.2 0.0
C 0.315 -0.900 -0.742 0.1 0.1 0.1
C -0.273 0.354 -0.756 0.4 0.1 0.0
C -1.687 0.577 -1.186 0.1 -0.2 0.0
O -2.048 1.597 -1.744 0.0 0.3 0.0
N -2.525 -0.443 -0.898 -0.1 -0.2 0.1
C -3.949 -0.407 -1.141 -0.4 -0.1 0.1
C -4.389 -1.718 -1.784 0.1 0.3 0.0
C -4.694 -0.168 0.192 -0.1 0.3 -0.5
C -4.507 1.258 0.735 0.1 -0.2 0.1
C -4.304 1.036 2.232 0.0 -0.2 -0.1
C -3.606 -0.321 2.236 0.2 0.2 0.4
O -4.206 -1.062 1.192 -0.1 -0.2 -0.2
C 0.487 1.463 -0.412 0.1 0.0 0.1
C 1.800 1.314 0.005 -0.2 0.0 -0.1
O 2.492 2.447 0.369 -0.3 -0.4 0.2
C 3.645 2.740 -0.412 0.4 0.2 -0.4
C 3.281 3.144 -1.836 0.0 -0.1 0.4
C 2.375 0.036 0.106 0.3 -0.1 0.1
O 3.656 -0.130 0.607 -0.5 0.1 -0.5
C 3.830 0.271 1.962 0.0 0.0 0.6
C 3.020 -0.580 2.934 0.2 0.1 -0.4
H 3.028 -4.782 -0.324 0.0 -0.1 0.1
H 4.642 -4.370 -0.926 0.1 -0.1 0.0
H 3.218 -4.114 -1.947 0.0 0.0 -0.1
H 4.000 -1.953 -0.977 -0.1 -0.1 0.1
H 3.849 -2.636 0.657 0.0 0.1 -0.2
H -0.216 -1.781 -1.067 -0.1 -0.1 -0.1
H -2.205 -1.209 -0.326 0.1 0.1 0.0
H -4.136 0.437 -1.812 0.0 -0.1 0.1
H -3.795 -1.920 -2.672 0.0 -0.1 -0.1
H -4.262 -2.533 -1.074 0.0 -0.2 0.0
H -5.436 -1.664 -2.068 -0.1 0.0 0.0
H -5.757 -0.399 0.044 0.1 0.0 0.0
H -5.364 1.889 0.511 0.0 0.0 -0.1
H -3.619 1.710 0.292 0.0 0.1 0.0
H -3.707 1.813 2.702 0.0 0.1 0.1
H -5.266 0.963 2.741 0.0 0.0 0.1
H -3.743 -0.884 3.162 0.1 0.1 0.0
H -2.528 -0.197 2.049 -0.1 0.0 0.0
H 0.058 2.451 -0.470 0.0 0.1 0.0
H 4.123 3.571 0.112 0.0 -0.1 -0.1
H 4.331 1.885 -0.427 -0.1 0.1 0.1
H 4.180 3.422 -2.379 0.1 0.0 -0.1
H 2.597 3.989 -1.822 -0.1 0.1 0.0
H 2.797 2.317 -2.351 0.0 0.0 -0.1
H 4.901 0.146 2.140 -0.1 0.1 0.0
H 3.567 1.327 2.089 0.1 -0.1 -0.1
H 3.278 -1.632 2.831 0.0 -0.1 0.0
H 3.228 -0.265 3.952 0.0 0.0 0.1
H 1.955 -0.462 2.740 -0.1 0.0 0.1



No. 3
50
Properties=species:S:1:pos:R:3:forces:R:3 method="wB97M-V/def2-TZVPD" de_lowest_kj_mol=82.2 homo_ev=-12.4 total_charge=+1
C 0.832 0.308 -3.209 -0.2 -0.4 0.3
Si 0.270 1.436 -1.811 -0.4 0.6 0.0
C -0.977 2.639 -2.536 0.1 -0.1 0.1
H -0.545 0.587 -0.612 1.3 1.9 -1.5
C 1.740 2.519 -1.333 -0.2 0.0 -0.3
Si 2.925 1.894 -0.050 0.5 0.1 0.5
C 4.151 3.237 0.425 0.0 0.1 0.0
C 1.957 1.408 1.473 0.1 -0.1 0.3
C 3.876 0.390 -0.638 0.0 -0.1 0.0
H 1.023 0.948 -4.090 -0.1 -0.2 0.4
H 1.765 -0.213 -2.953 -0.3 0.0 -0.2
H 0.054 -0.427 -3.476 0.4 0.2 -0.1
H -0.410 3.413 -3.090 -0.3 -0.4 0.2
H -1.651 2.127 -3.230 -0.1 0.2 0.1
H -1.550 3.122 -1.733 0.0 0.0 -0.3
H 2.326 2.708 -2.259 -0.4 -0.3 0.2
H 1.346 3.511 -1.057 0.1 -0.3 0.2
H 4.663 2.977 1.361 -0.1 0.0 -0.2
H 4.922 3.380 -0.343 -0.2 0.0 0.1
H 3.648 4.200 0.582 0.1 -0.2 0.0
H 2.661 1.205 2.292 -0.2 0.0 -0.1
H 1.287 2.211 1.797 0.0 -0.1 0.0
H 1.352 0.506 1.324 0.2 0.1 0.0
H 4.222 -0.191 0.228 0.0 0.1 -0.2
H 3.268 -0.275 -1.263 0.1 0.0 0.1
H 4.763 0.685 -1.211 -0.2 -0.1 0.0
C -1.306 -1.150 0.226 0.8 -2.8 -1.2
C -1.136 -0.908 1.637 0.3 0.5 1.5
C -1.108 0.398 2.188 0.2 -0.4 -0.4
C -0.876 0.594 3.541 -0.1 -0.3 0.7
C -0.721 -0.503 4.414 0.1 0.1 -0.6
C -0.740 -1.803 3.895 -0.1 0.2 -0.2
C -0.954 -2.005 2.536 -0.3 0.0 -0.4
C -2.282 -2.051 -0.281 -0.3 0.2 -0.3
C -2.474 -2.130 -1.701 0.6 0.0 0.0
C -3.341 -3.070 -2.229 -0.2 0.0 -0.4
C -4.016 -3.964 -1.374 0.5 0.7 0.2
C -3.847 -3.889 0.018 0.0 -0.1 -0.1
C -3.026 -2.935 0.562 0.2 0.7 0.1
H -0.484 -1.008 -0.542 -1.3 0.3 1.4
H -1.290 1.248 1.531 0.2 -0.2 0.2
H -0.806 1.612 3.947 -0.2 -0.5 -0.3
H -0.579 -0.353 5.485 0.0 0.1 -0.3
H -0.590 -2.675 4.540 -0.1 0.4 -0.2
H -1.018 -3.026 2.143 0.4 0.5 0.2
H -1.905 -1.435 -2.361 -0.6 -0.6 0.6
H -3.501 -3.114 -3.321 0.1 0.0 0.8
H -4.679 -4.706 -1.784 -0.1 -0.1 -0.1
H -4.359 -4.565 0.699 0.0 0.0 -0.3
H -2.878 -2.871 1.644 -0.4 0.0 -0.6



| no. | E_tot (a.u.) | molecular weight (g/mol) |
| --- | --- | --- |
| 1 | -1358.4649 | 345.54 |
| 2 | -1172.3346 | 351.44 |
| 3 | -1320.0980 | 313.61 |